# 1
C21H42N3O2RuSbSe | ωB97M-V with the def2-TZVPD basis set

Properties
M = 670.4 u
energy above the lowest of the compared OMol25 structures with the same formula, charge and spin = 63.9 kcal per mole
gap between HOMO and LUMO (spin up / spin down) = 6.45 / 6.39 eV
lowest unoccupied orbital energy (spin up / spin down) = -3.937 / -3.969 eV

ORCA input file:
```
! RIJCOSX wB97M-V def2-TZVPD def2/J DEFGRID3
* xyz 1 2
Ru 0.00 -1.14 -0.24
N 0.38 -3.50 0.75
C 0.19 -3.53 2.20
C 0.81 -2.29 2.86
N 0.27 -1.03 2.34
C -0.87 -0.46 3.05
C -2.20 -0.82 2.37
N -2.17 -0.39 0.97
H 1.36 -3.64 0.52
H -0.14 -4.26 0.32
H -0.88 -3.58 2.41
H 0.66 -4.42 2.65
H 0.65 -2.37 3.95
H 1.88 -2.30 2.66
H 1.02 -0.34 2.32
H -0.91 -0.79 4.09
H -0.77 0.63 3.04
H -2.34 -1.90 2.39
H -3.02 -0.35 2.92
H -2.96 -0.80 0.47
H -2.26 0.62 0.91
Se -1.22 -1.56 -2.34
C -2.60 -2.77 -1.83
C -2.64 -3.20 -0.50
C -3.63 -4.07 -0.08
C -4.58 -4.51 -0.98
C -4.53 -4.10 -2.30
C -3.54 -3.23 -2.73
H -1.87 -2.86 0.18
H -3.65 -4.39 0.95
H -5.35 -5.20 -0.65
H -5.27 -4.45 -3.00
H -3.49 -2.93 -3.77
C 2.41 4.35 -0.08
C 2.35 2.95 0.50
C 2.31 2.98 2.01
Sb 0.61 1.75 -0.25
C -1.13 3.19 -0.52
C -1.72 3.49 0.85
C -0.79 4.49 -1.22
C 1.25 1.22 -2.32
C 0.36 1.83 -3.38
C 2.71 1.54 -2.57
H 3.39 4.78 0.13
H 1.66 4.99 0.37
H 2.27 4.35 -1.16
H 3.20 2.36 0.16
H 1.43 3.50 2.38
H 3.19 3.50 2.40
H 2.32 1.96 2.41
H -1.85 2.63 -1.12
H -1.00 4.03 1.46
H -2.01 2.58 1.38
H -2.61 4.11 0.74
H -0.17 5.11 -0.58
H -1.71 5.04 -1.41
H -0.28 4.34 -2.16
H 1.12 0.12 -2.32
H 0.53 2.90 -3.44
H -0.70 1.64 -3.18
H 0.60 1.40 -4.34
H 2.89 2.61 -2.55
H 3.00 1.17 -3.56
H 3.35 1.06 -1.84
C 4.40 -2.14 -0.57
O 2.96 -2.24 -0.46
C 2.26 -1.19 -0.10
O 2.76 -0.11 0.21
H 4.68 -2.12 -1.62
H 4.82 -3.03 -0.09
H 4.75 -1.24 -0.07
*
```

Which charges does Mulliken predict for the atoms? In e, they are: Ru 0.944; N -0.486; C -0.580; C -0.981; N 0.132; C -0.803; C -0.498; N -0.189; H 0.214; H 0.213; H 0.249; H 0.460; H 0.451; H 0.384; H 0.143; H 0.401; H 0.306; H 0.146; H 0.454; H 0.256; H -0.175; Se -0.136; C 0.468; C 0.300; C -0.602; C -0.682; C -0.520; C -0.648; H -0.024; H 0.406; H 0.405; H 0.396; H 0.442; C -1.557; C 0.530; C -1.321; Sb 0.241; C 0.300; C -1.284; C -1.450; C 1.078; C -1.646; C -1.516; H 0.443; H 0.353; H 0.313; H 0.421; H 0.285; H 0.414; H 0.271; H 0.458; H 0.290; H 0.192; H 0.443; H 0.294; H 0.471; H 0.189; H 0.015; H 0.342; H 0.330; H 0.457; H 0.282; H 0.460; H 0.263; C -0.795; O -0.382; C 0.494; O -0.439; H 0.254; H 0.308; H 0.350

=====

# 2
C21H42N6O5 | ωB97M-V with the def2-TZVPD basis set

Properties
M = 458.6 u
SMILES string = CN(C)C=O.CN(C)C=O.CN(C)C=O.CC(C)=O.CC(C)=O.CC#N.CC#N.CC#N
energy above the lowest of the compared OMol25 structures with the same formula, charge and spin = 0.0 kcal per mole
gap between HOMO and LUMO = 9.02 eV
lowest unoccupied orbital energy = 0.005 eV

ORCA input file:
```
! RIJCOSX wB97M-V def2-TZVPD def2/J DEFGRID3
* xyz 0 1
C 15.30 -13.30 -4.65
O 15.48 -14.45 -5.09
N 16.33 -12.62 -4.11
C 16.23 -11.36 -3.27
C 17.71 -13.05 -4.19
H 14.32 -12.83 -4.54
H 15.22 -11.00 -3.09
H 16.91 -10.55 -3.54
H 16.51 -11.60 -2.25
H 17.77 -13.96 -3.60
H 18.00 -13.22 -5.23
H 18.55 -12.43 -3.87
C 19.92 -7.33 -10.96
O 20.36 -6.83 -12.00
N 18.67 -7.10 -10.46
C 17.72 -6.13 -11.03
C 18.31 -7.59 -9.13
H 20.50 -7.93 -10.25
H 17.25 -5.57 -10.23
H 17.07 -6.87 -11.49
H 18.28 -5.52 -11.74
H 17.52 -8.34 -9.13
H 19.16 -7.89 -8.51
H 17.95 -6.68 -8.64
C 16.44 -11.77 -7.75
O 17.16 -10.78 -7.55
N 15.26 -11.82 -8.39
C 14.28 -12.79 -7.92
C 14.67 -10.55 -8.90
H 16.68 -12.77 -7.38
H 13.63 -13.18 -8.71
H 13.69 -12.28 -7.15
H 14.60 -13.65 -7.33
H 14.30 -10.63 -9.93
H 13.84 -10.21 -8.29
H 15.48 -9.82 -8.77
C 25.70 -5.51 -3.00
C 25.07 -5.98 -4.34
O 25.65 -5.80 -5.42
C 23.64 -6.50 -4.38
H 25.52 -4.46 -2.79
H 26.77 -5.71 -2.89
H 25.10 -6.15 -2.36
H 23.05 -6.35 -3.48
H 23.55 -7.57 -4.55
H 23.20 -6.10 -5.29
C 22.98 -12.65 -5.81
C 22.63 -12.38 -4.36
O 23.43 -12.17 -3.53
C 21.18 -12.19 -3.90
H 22.64 -13.68 -5.90
H 24.04 -12.88 -5.94
H 22.61 -11.92 -6.54
H 20.59 -12.99 -4.34
H 20.83 -11.18 -4.11
H 21.09 -12.22 -2.81
C 19.69 -9.48 -6.08
C 20.82 -8.56 -6.31
N 21.72 -7.84 -6.56
H 18.76 -8.97 -6.35
H 19.60 -9.94 -5.10
H 19.92 -10.20 -6.86
C 18.37 -6.43 -1.07
C 18.88 -7.03 -2.36
N 19.17 -7.54 -3.37
H 17.96 -7.34 -0.63
H 17.77 -5.55 -1.34
H 19.29 -5.99 -0.69
C 23.07 -6.10 -9.46
C 23.16 -7.48 -9.94
N 23.22 -8.46 -10.40
H 22.79 -5.96 -8.41
H 22.28 -5.73 -10.11
H 24.01 -5.59 -9.64
*
```

Which charges does Mulliken predict for the atoms? In e, they are: C 0.056; O -0.616; N 0.321; C -0.984; C -1.146; H 0.344; H 0.322; H 0.286; H 0.401; H 0.392; H 0.315; H 0.350; C 0.149; O -0.634; N 0.191; C -0.954; C -0.596; H 0.313; H 0.286; H 0.345; H 0.324; H 0.266; H -0.152; H 0.361; C -0.016; O -0.582; N 0.037; C -1.006; C -0.637; H 0.484; H 0.309; H 0.319; H 0.388; H 0.280; H 0.310; H 0.056; C -0.931; C 0.636; O -0.563; C -0.789; H 0.239; H 0.303; H 0.292; H 0.353; H 0.230; H 0.208; C -1.099; C 0.599; O -0.525; C -0.544; H 0.338; H 0.340; H 0.283; H 0.218; H 0.018; H 0.371; C -0.334; C 0.096; N -0.382; H 0.357; H -0.058; H 0.423; C -0.691; C 0.327; N -0.440; H 0.265; H 0.281; H 0.256; C -0.634; C 0.378; N -0.434; H 0.166; H 0.236; H 0.329